A structure of composition C40H108Cl6F3KN15O7P5. Source: OMol25; level of theory: ωB97M-V with the def2-TZVPD basis set.

Energy relative to the best compared isomer or geometry (same formula, charge and spin), kJ/mol: 0.0
HOMO-LUMO gap, eV: 6.892
LUMO energy, eV: -0.67

Atoms and positions in Å:
K -0.637 -3.663 -0.478
Cl -3.264 -0.928 3.822
Cl -1.919 0.106 -4.734
Cl -3.728 3.330 -2.125
Cl -6.254 0.934 -1.919
Cl 1.168 -0.551 -5.807
Cl -5.494 0.399 1.641
P -2.117 4.783 3.574
P 1.031 -4.544 3.406
P 1.339 5.407 -3.509
P 6.684 1.690 -3.862
P -4.477 -4.670 0.553
F -1.224 1.973 0.406
F 0.920 1.778 0.169
F 0.005 0.785 1.808
O 6.410 3.074 -4.347
O 0.900 -1.199 -0.006
O 0.533 -4.640 1.988
O -2.045 6.188 4.084
O -3.060 -4.415 0.932
O 1.687 6.077 -4.792
O -1.232 -0.845 -0.837
N 1.593 -3.014 3.923
N -0.953 4.439 2.324
N -4.945 -3.663 -0.790
N -0.225 -4.936 4.548
N 0.262 6.373 -2.541
N 0.564 3.885 -3.748
N 2.323 -5.598 3.850
N -3.654 4.397 2.797
N -5.630 -4.377 1.720
N -1.952 3.565 4.768
N 5.420 0.590 -3.996
N 8.003 0.994 -4.757
N 2.689 5.023 -2.508
N -4.695 -6.325 0.096
N 7.104 1.587 -2.169
C 3.626 -5.191 3.299
C -2.073 2.139 4.391
C -3.827 3.334 1.757
C 0.709 7.278 -1.483
C -3.651 1.570 -1.695
C 3.960 5.154 -3.036
C -3.059 -0.661 2.057
C 9.349 1.467 -4.512
C 0.314 -1.256 -4.375
C -5.530 -6.777 -1.079
C -3.668 -7.275 0.405
C -1.609 -5.009 4.052
C 2.309 -0.970 -0.078
C 5.636 -0.907 -3.838
C 0.630 -1.902 3.617
C 6.509 2.653 -1.236
C -0.078 -0.189 -0.484
C 2.078 -7.081 3.803
C 0.631 3.104 -5.065
C 4.058 0.975 -3.648
C -1.030 6.736 -3.073
C -1.203 -1.504 -4.622
C -0.162 1.084 0.481
C -3.975 -3.632 -1.856
C -4.601 0.675 -2.457
C -7.035 -4.928 1.657
C 0.428 4.370 2.734
C -0.973 5.088 1.014
C -1.845 3.976 6.176
C -6.331 -3.137 -1.075
C -4.329 -0.858 1.113
C -5.254 -3.901 3.089
C 2.593 4.443 -1.043
C 7.741 0.778 -6.177
C -0.107 3.176 -2.675
C 2.145 -2.829 5.236
C -0.004 -5.289 5.911
C -4.877 5.122 3.057
C 2.946 -2.348 0.212
C 7.473 0.372 -1.472
H -3.096 1.865 4.132
H -1.438 -2.064 -5.526
H -6.933 -3.935 -1.510
H -6.300 -2.331 -1.808
H 0.802 -2.210 -4.177
H -3.071 2.554 1.836
H 0.517 2.470 -2.128
H -7.190 -5.471 0.725
H 1.456 7.955 -1.897
H 2.918 5.233 -0.365
H -6.454 -6.223 -1.241
H 2.862 -2.974 -0.676
H -1.807 -5.969 3.577
H -1.166 4.811 6.353
H 4.126 4.324 -3.722
H 2.040 -7.348 2.747
H 0.976 3.852 1.947
H -5.712 4.922 2.385
H 8.005 -0.415 -2.007
H 7.134 3.500 -1.518
H -4.917 -6.928 -1.967
H 3.762 1.939 -4.063
H 1.485 2.451 -5.244
H -2.318 -1.362 1.672
H -2.829 4.319 6.495
H -1.671 1.535 5.205
H 0.323 0.179 -1.429
H -7.180 -5.710 2.402
H -2.957 -6.912 1.148
H -6.858 -2.892 -0.152
H 0.254 -4.409 6.501
H -5.857 -7.793 -0.860
H -4.497 -0.380 -2.202
H 6.877 0.114 -6.227
H -1.662 3.182 6.899
H 0.876 -5.925 6.004
H -3.180 -2.919 -1.638
H 1.558 4.181 -0.822
H -5.263 5.001 4.069
H -3.828 1.431 -0.629
H -4.639 6.185 3.026
H -0.869 -5.750 6.387
H 0.473 -0.599 -3.520
H -4.954 -4.817 3.599
H 2.548 -0.455 0.853
H -3.570 -4.622 -2.065
H 8.573 0.230 -6.621
H 2.640 -2.876 1.116
H -4.083 -0.739 0.058
H -0.216 -2.023 4.293
H 1.229 6.777 -0.666
H 4.074 1.210 -2.584
H -0.088 7.841 -0.997
H -0.924 2.542 -3.019
H -4.449 -3.372 -2.802
H 4.032 -2.280 0.276
H -0.283 2.522 -5.189
H 0.804 3.891 -5.799
H 1.060 -7.275 4.141
H 2.770 -1.939 5.305
H 9.532 2.363 -5.106
H 4.748 -1.455 -4.154
H 2.830 -7.614 4.383
H -0.921 6.601 -4.149
H -4.758 2.810 1.974
H -1.988 5.074 0.617
H 5.914 -1.232 -2.836
H -2.352 -4.848 4.833
H 4.446 -5.698 3.808
H 6.343 -1.253 -4.592
H 2.753 -3.692 5.505
H -1.507 1.984 3.473
H 3.261 3.615 -0.809
H 9.434 1.707 -3.452
H -0.622 6.119 1.062
H 0.444 -1.797 2.548
H -1.175 7.816 -3.052
H -4.814 -1.806 1.350
H -4.072 -8.202 0.810
H -3.138 -7.572 -0.501
H 6.563 0.128 -0.923
H -2.630 1.189 -1.703
H -4.490 0.658 -3.542
H 0.576 3.956 3.731
H -1.905 -4.299 3.279
H 3.779 -4.136 3.528
H -0.470 3.895 -1.940
H -0.385 4.550 0.269
H 10.136 0.801 -4.866
H 0.860 5.370 2.766
H 2.729 -0.433 -0.927
H -3.781 3.731 0.742
H -7.801 -4.163 1.792
H 3.994 6.056 -3.646
H -2.711 0.367 1.953
H 1.423 -2.710 6.044
H 5.450 2.726 -1.479
H 8.188 0.675 -0.707
H -4.315 -3.351 3.154
H 1.104 -1.010 4.026
H 4.767 5.155 -2.303
H 6.613 2.336 -0.198
H 7.669 1.745 -6.674
H -1.834 6.097 -2.707
H -1.803 -1.924 -3.814
H -5.991 -3.239 3.542
H 3.335 0.225 -3.967
H 3.617 -5.268 2.212